1.
The following is a DFT calculation (ωB97M-V/def2-TZVPD) of a molecular structure, H25O12.

```
37
Properties=species:S:1:pos:R:3:forces:R:3:lowdin_charge:R:1
O 3.363 0.587 -0.494 0.48 -0.40 -0.56 -0.09
H -0.841 -1.167 1.887 0.70 0.14 -1.85 0.09
H 0.340 1.633 -3.542 0.02 -0.09 0.06 0.05
O -0.115 -0.216 -1.270 0.79 1.42 -0.12 -0.14
H 0.663 -0.535 -1.775 -0.35 -0.07 0.27 0.04
H -0.234 0.730 -1.619 -0.12 -1.15 0.44 0.05
O 0.975 -2.045 -2.826 0.09 -0.71 -0.91 -0.06
H -1.619 -1.181 -1.639 -0.37 0.09 0.59 0.02
O 0.050 -4.244 0.185 -0.49 -0.32 0.73 -0.06
H 1.401 -2.359 -3.638 0.55 0.29 0.30 0.06
H -0.428 -3.953 -0.599 0.44 0.35 -0.09 0.01
O 0.254 1.109 3.709 0.00 -1.24 0.31 -0.07
H 0.852 0.693 3.078 0.19 0.24 0.14 0.00
H 0.587 1.991 3.813 0.21 0.72 -0.06 0.02
O -0.222 -0.404 1.268 -0.43 -0.41 2.52 0.05
H -1.537 2.003 0.865 -0.23 0.51 -0.24 0.01
H -0.490 0.456 1.670 0.31 0.77 -0.56 0.06
O -0.505 1.490 -3.089 0.54 0.06 -1.20 -0.12
H -1.092 2.123 -3.523 -0.17 0.10 0.37 0.05
H 3.249 0.307 0.418 -0.24 0.00 -0.07 0.00
O 2.292 2.376 1.340 -0.42 0.42 0.19 -0.12
H -0.038 -0.378 0.276 -0.56 0.12 -0.65 0.06
H 2.538 3.301 1.188 -0.13 -0.03 0.02 0.03
O -1.936 -1.966 -1.154 0.44 -1.13 0.20 -0.09
H 0.079 -2.334 -3.031 -0.51 0.17 0.48 0.04
H -2.864 -1.966 -0.938 -0.45 0.51 -0.47 0.03
O -1.566 -2.192 2.221 0.04 -1.42 -0.25 0.06
H -0.982 -2.963 2.375 0.17 0.44 0.51 0.11
H -1.945 -2.535 1.386 -0.19 0.76 -0.08 0.09
O -1.078 2.252 1.679 -0.35 -0.56 -0.14 -0.10
H 0.966 -3.958 0.167 -0.08 0.22 -0.51 0.04
H 3.022 1.485 -0.579 -0.28 -0.10 0.19 0.00
O -1.642 2.833 -1.173 -0.34 0.54 0.32 -0.14
H 3.124 1.902 1.318 0.44 0.06 0.21 0.00
H -2.214 3.467 -1.637 -0.10 -0.20 0.11 0.03
H -0.478 2.956 1.401 0.23 0.03 -0.08 0.01
H -0.942 3.420 -0.828 0.19 -0.15 -0.10 -0.01
```
Forces are in eV/Å.

Computed properties:
- multiplicity = 2
- total charge = 0
- HOMO-LUMO gap (spin up / spin down) (hartree) = 0.096 / 0.387
- expectation value of S² = 0.7506

***

2.
The following is a DFT calculation (ωB97M-V/def2-TZVPD) of 15 unconnected molecules or ions with the total composition H30O15.

```
45
Properties=species:S:1:pos:R:3:forces:R:3:lowdin_charge:R:1
H 0.721 0.328 0.772 -1.01 -0.74 2.19 -0.02
H 2.032 1.167 0.342 -1.38 -0.93 -0.11 0.06
H -0.568 -2.485 1.892 -0.26 -0.82 0.38 0.01
H -1.250 -3.836 2.242 0.07 0.18 0.11 0.05
H -2.809 -0.389 1.540 1.01 -0.13 0.77 0.06
H -2.643 -1.663 0.999 -0.53 -1.68 -0.74 -0.02
H 0.420 2.141 1.833 0.28 0.51 0.21 0.00
H 0.941 2.859 3.145 -0.41 0.28 -2.37 0.09
H 2.918 3.561 -0.730 1.07 -1.52 1.02 0.09
H 4.098 2.669 -1.062 0.49 -0.23 -0.38 0.03
H 5.124 -1.913 1.714 -1.33 -0.29 -2.07 0.09
H 3.742 -1.431 1.578 -0.17 -0.17 -0.73 0.03
H -3.081 0.603 -0.198 -1.05 0.11 -1.24 0.06
H -3.697 1.704 -1.103 0.00 -0.28 0.25 0.07
H 4.998 0.365 -0.607 1.27 2.69 1.42 -0.02
H 4.056 -0.152 -1.597 -0.33 -0.10 -0.52 0.03
H 1.084 -3.034 0.461 1.61 1.80 3.76 -0.04
H -0.077 -2.882 -0.530 1.51 -0.94 0.50 0.06
H -1.329 -1.267 -1.688 1.21 0.30 0.23 0.00
H -1.973 -0.841 -2.988 -0.01 -1.50 1.12 0.10
H -2.798 3.013 3.003 -0.09 2.89 -0.11 0.00
H -2.125 1.779 2.842 -0.09 -0.58 0.19 0.02
H -2.788 1.606 -2.704 -0.01 -0.03 -0.26 0.05
H -1.954 1.394 -1.474 0.39 0.64 -0.90 0.03
H -2.915 -3.315 -0.175 -1.54 1.28 -0.98 0.10
H -2.695 -1.935 -0.711 -0.46 0.27 -1.12 -0.04
H 0.487 2.882 -1.186 0.87 -0.47 0.07 -0.01
H -0.733 3.712 -1.212 0.83 -1.62 -2.01 0.10
H 1.428 -0.789 -1.749 -0.79 -2.53 -0.98 0.07
H 1.675 -2.136 -1.174 0.12 -0.93 -0.04 -0.01
O 1.241 0.612 0.070 2.51 1.68 -2.16 -0.04
O -0.397 -3.437 2.041 -0.29 0.72 0.54 -0.06
O -2.098 -1.074 1.502 -0.69 2.04 0.29 -0.06
O 0.760 2.997 2.151 0.10 -0.73 2.13 -0.09
O 3.483 2.812 -0.348 -1.67 1.66 -0.61 -0.07
O 4.394 -1.862 0.994 1.43 -0.13 3.68 -0.11
O -3.460 0.767 -1.106 -2.68 -3.42 4.32 -0.10
O 4.692 -0.425 -0.939 -0.92 -2.03 -1.75 -0.02
O 0.688 -3.442 -0.227 -2.80 -1.91 -4.18 -0.04
O -1.942 -1.600 -2.330 -0.17 1.62 -2.05 -0.05
O -2.988 2.119 3.106 0.26 -2.33 -0.13 -0.02
O -2.235 2.082 -2.088 1.62 2.53 -2.62 -0.13
O -3.437 -2.520 -0.543 1.22 -2.26 2.39 -0.08
O -0.218 3.050 -1.809 0.00 2.67 2.39 -0.10
O 1.229 -1.792 -1.948 0.82 4.41 0.09 -0.10
```
Forces are in eV/Å.

Computed properties:
- total charge = 0
- HOMO-LUMO gap (hartree) = 0.329

***

3.
The following is a DFT calculation (ωB97M-V/def2-TZVPD) of a molecular structure, C64H57BiN5O3PS5Sb.

```
137
Properties=species:S:1:pos:R:3:forces:R:3:lowdin_charge:R:1
Bi 0.447 0.307 -0.055 0.00 0.24 0.30 1.26
C 4.012 2.236 -2.895 -0.12 -0.14 0.05 -0.04
O 2.944 1.867 -3.799 0.04 0.09 0.01 0.03
C 1.989 1.296 -3.066 0.11 0.01 0.47 -0.33
N 2.191 1.141 -1.802 0.02 0.25 -0.87 0.03
C 3.478 1.870 -1.499 -0.02 -0.27 0.01 -0.24
C 4.536 1.142 -0.703 -0.12 -0.01 0.07 -0.23
C 5.060 -0.076 -1.126 0.02 -0.02 0.02 -0.06
C 6.085 -0.679 -0.410 -0.07 0.02 -0.06 -0.06
C 6.606 -0.060 0.722 0.01 -0.03 0.00 -0.08
C 6.098 1.162 1.138 0.02 0.05 0.01 -0.08
C 5.065 1.760 0.425 0.02 0.02 0.02 -0.05
C 0.739 1.122 -3.865 -0.27 0.11 0.24 -0.20
C 0.771 0.855 -5.226 0.29 -0.23 -0.07 0.01
C -0.406 0.972 -5.940 0.00 -0.15 -0.25 -0.02
C -1.553 1.406 -5.302 -0.27 0.04 0.07 0.02
C -1.486 1.675 -3.942 0.17 0.07 0.11 -0.17
N -0.366 1.508 -3.237 0.07 -0.07 0.28 0.18
C -2.564 2.384 -3.198 0.06 -0.09 0.18 -0.34
N -2.654 2.416 -1.938 -0.04 0.15 0.29 0.16
C -3.565 3.532 -1.606 0.36 0.00 -0.37 -0.24
C -4.178 3.909 -2.982 0.04 -0.14 0.10 -0.05
O -3.371 3.168 -3.939 -0.03 0.20 -0.04 0.01
C -2.801 4.685 -0.969 -0.07 -0.05 0.02 -0.19
C -3.510 5.627 -0.225 0.00 -0.02 0.03 -0.04
C -2.863 6.722 0.331 -0.04 0.00 0.00 -0.08
C -1.495 6.887 0.153 -0.01 -0.01 0.00 -0.09
C -0.782 5.948 -0.579 -0.02 -0.06 -0.01 -0.08
C -1.430 4.852 -1.140 -0.01 -0.01 0.03 -0.03
H 4.895 1.663 -3.154 0.06 -0.09 -0.08 0.13
H 4.212 3.294 -3.026 -0.02 0.09 -0.01 0.14
H 3.187 2.751 -0.932 -0.05 0.10 0.00 0.11
H 4.659 -0.566 -2.009 0.00 -0.01 0.05 0.10
H 6.477 -1.633 -0.743 -0.01 0.04 0.02 0.10
H 7.408 -0.531 1.279 -0.06 0.03 -0.04 0.11
H 6.499 1.649 2.021 -0.03 -0.04 -0.07 0.11
H 4.665 2.716 0.752 0.03 -0.10 -0.03 0.12
H 1.699 0.579 -5.713 -0.07 0.05 0.05 0.13
H -0.418 0.763 -7.004 0.00 0.00 0.08 0.12
H -2.477 1.563 -5.843 0.07 0.04 0.03 0.13
H -4.330 3.208 -0.911 -0.17 -0.15 0.12 0.14
H -5.215 3.599 -3.094 0.01 -0.09 -0.01 0.13
H -4.090 4.968 -3.203 0.04 0.04 -0.09 0.13
H -4.579 5.497 -0.074 0.11 0.02 -0.01 0.12
H -3.428 7.446 0.907 0.03 -0.04 -0.04 0.11
H -0.990 7.744 0.582 -0.03 -0.06 -0.02 0.10
H 0.288 6.064 -0.712 -0.05 0.00 0.00 0.10
H -0.861 4.117 -1.698 -0.05 0.00 0.01 0.10
S 5.233 1.170 5.571 0.02 0.00 0.06 0.57
C 4.218 1.012 4.306 -0.10 -0.05 -0.10 -1.50
S 3.182 2.281 3.726 0.00 0.08 -0.03 0.89
C 2.501 1.423 2.359 -0.06 0.18 0.03 -1.15
C 2.907 0.157 2.211 -0.08 -0.19 -0.06 -1.11
S 2.420 -0.933 0.930 -0.04 -0.07 0.10 0.48
S 4.031 -0.456 3.398 0.02 -0.04 0.03 0.89
S 1.391 2.292 1.326 -0.05 0.04 0.03 0.47
N -2.414 -1.848 -1.256 0.09 0.06 0.23 0.00
C -2.806 -1.721 0.161 0.29 -0.12 -0.34 -0.28
C -1.883 -2.544 1.048 0.15 0.24 0.03 -0.22
N -0.604 -1.851 1.338 -0.52 0.04 -0.46 -0.07
H -2.979 -1.235 -1.832 0.04 0.10 0.01 0.07
H -2.606 -2.789 -1.582 0.02 -0.06 0.00 0.07
H -3.839 -2.034 0.338 -0.07 0.01 0.03 0.11
H -2.715 -0.674 0.447 0.06 -0.04 -0.11 0.06
H -1.652 -3.480 0.543 0.03 -0.14 0.01 0.10
H -2.410 -2.784 1.972 0.01 -0.06 0.13 0.11
H 0.112 -2.522 1.586 0.16 -0.06 -0.02 0.04
H -0.740 -1.240 2.134 0.07 0.05 0.13 0.01
O -1.463 0.822 2.058 -0.26 -0.11 -0.05 -0.46
P -2.044 0.869 3.446 0.23 0.03 -0.02 0.80
C -1.659 2.404 4.287 0.01 0.11 0.00 -0.28
C -1.367 3.517 3.501 0.01 0.05 0.07 -0.08
C -1.060 4.727 4.108 -0.02 0.02 -0.01 -0.06
C -1.060 4.828 5.494 -0.01 -0.02 -0.02 -0.07
C -1.366 3.722 6.279 -0.02 0.01 -0.01 -0.07
C -1.659 2.507 5.680 0.04 0.02 -0.07 -0.08
C -3.832 0.662 3.463 -0.04 -0.02 -0.07 -0.27
C -4.479 0.428 2.256 -0.11 0.03 -0.02 -0.07
C -5.860 0.264 2.224 0.00 -0.01 0.00 -0.07
C -6.591 0.328 3.402 0.04 -0.01 -0.05 -0.07
C -5.946 0.560 4.613 0.05 0.00 0.00 -0.06
C -4.570 0.727 4.645 -0.02 0.04 0.04 -0.07
C -1.366 -0.439 4.483 0.12 -0.05 -0.01 -0.29
C -2.083 -1.581 4.836 0.08 0.03 -0.02 -0.08
C -1.450 -2.604 5.532 0.02 -0.02 0.00 -0.07
C -0.107 -2.493 5.867 -0.01 0.01 -0.03 -0.06
C 0.616 -1.358 5.508 0.00 -0.01 0.00 -0.06
C -0.010 -0.332 4.820 -0.03 0.00 -0.03 -0.07
H -1.367 3.428 2.421 0.02 -0.01 0.02 0.09
H -0.817 5.589 3.495 -0.03 -0.07 0.06 0.11
H -0.816 5.772 5.967 -0.02 -0.04 -0.03 0.11
H -1.370 3.808 7.359 0.03 -0.01 -0.05 0.11
H -1.863 1.634 6.293 0.03 0.07 -0.02 0.11
H -3.891 0.371 1.350 -0.17 0.18 0.10 0.07
H -6.365 0.086 1.281 0.05 0.01 0.08 0.11
H -7.667 0.194 3.380 0.06 0.02 0.00 0.11
H -6.518 0.612 5.531 0.02 -0.01 -0.03 0.11
H -4.071 0.910 5.592 -0.06 0.00 -0.06 0.11
H -3.131 -1.670 4.571 0.04 0.00 0.02 0.11
H -2.008 -3.491 5.812 0.03 0.05 -0.01 0.11
H 0.380 -3.293 6.412 -0.02 0.05 -0.03 0.11
H 1.665 -1.273 5.768 -0.05 0.00 -0.01 0.11
H 0.548 0.559 4.538 -0.03 -0.09 0.04 0.11
C 5.319 -3.052 -3.977 0.00 0.01 0.03 -0.08
C 4.345 -2.235 -4.542 0.00 0.01 0.03 -0.08
C 3.121 -2.080 -3.905 0.03 0.02 0.10 -0.16
C 2.850 -2.735 -2.700 -0.04 0.12 0.00 -0.38
C 3.832 -3.545 -2.140 0.01 0.09 -0.05 -0.11
C 5.060 -3.705 -2.779 -0.02 0.03 0.02 -0.08
Sb 0.875 -2.421 -1.879 0.35 -0.89 -0.44 1.42
C -0.001 -3.172 -3.688 -0.22 0.29 0.00 -0.39
C 0.489 -4.333 -4.290 0.01 0.07 0.00 -0.13
C -0.026 -4.761 -5.506 -0.03 0.02 -0.01 -0.07
C -1.027 -4.030 -6.142 0.03 0.03 0.06 -0.08
C -1.525 -2.878 -5.549 0.05 -0.05 0.02 -0.09
C -1.014 -2.456 -4.323 0.02 -0.05 0.02 -0.15
C 0.751 -4.279 -0.794 -0.07 0.10 0.09 -0.38
C 1.548 -4.500 0.333 -0.11 -0.06 -0.07 -0.17
C 1.479 -5.706 1.023 0.02 0.04 0.00 -0.07
C 0.604 -6.701 0.606 -0.01 0.02 -0.02 -0.08
C -0.210 -6.481 -0.498 0.00 0.01 0.02 -0.07
C -0.139 -5.278 -1.192 0.03 0.04 0.06 -0.14
H 6.274 -3.181 -4.474 -0.06 0.01 0.04 0.11
H 4.540 -1.726 -5.480 -0.02 -0.03 0.06 0.11
H 2.360 -1.453 -4.362 0.03 -0.06 -0.01 0.08
H 3.651 -4.066 -1.208 0.00 -0.02 -0.02 0.09
H 5.816 -4.346 -2.338 -0.05 0.04 -0.03 0.11
H 1.281 -4.902 -3.811 -0.05 0.04 -0.06 0.11
H 0.356 -5.667 -5.963 -0.01 0.07 0.03 0.11
H -1.415 -4.360 -7.099 0.02 0.00 0.08 0.11
H -2.311 -2.310 -6.037 0.06 -0.03 0.04 0.10
H -1.413 -1.562 -3.854 0.02 0.04 -0.02 0.07
H 2.231 -3.735 0.681 0.03 0.01 0.01 0.05
H 2.117 -5.869 1.886 -0.05 0.02 -0.07 0.11
H 0.556 -7.643 1.139 0.00 0.07 -0.03 0.11
H -0.900 -7.251 -0.826 0.05 0.06 0.02 0.11
H -0.780 -5.127 -2.054 0.04 -0.03 0.02 0.09
```
Forces are in eV/Å.

Computed properties:
- total charge = +1
- HOMO-LUMO gap (hartree) = 0.253

***

Quick rundown of relative energy (zero: lowest compared OMol25 entry of this formula, charge and spin), same order as above: 18.4, 171.3, 0.0 kcal per mole
Quick rundown of F_max, same order as above: 2.6, 6.1, 1.0 eV/Å